Below is a gas-phase ion, C22H22N3 (charge +1) at a distorted geometry, with properties calculated with ωB97M-V/def2-TZVPD.

Positions of all 47 atoms, in Å:
C -1.572 1.820 -3.330
C -1.445 0.665 -2.438
N -1.975 -0.490 -2.923
C -2.549 -0.679 -4.225
C -1.872 -1.530 -2.010
C -1.246 -0.999 -0.853
C -0.960 -1.802 0.245
C -1.095 -3.197 0.097
C -1.669 -3.725 -1.100
C -2.069 -2.876 -2.154
C -0.761 0.329 -1.193
C 0.268 0.968 -0.233
C -0.401 1.703 0.934
C -1.590 1.298 1.539
C -1.664 1.515 2.916
C -0.760 2.368 3.535
C 0.227 3.061 2.801
C 0.307 2.843 1.445
H -1.223 2.743 -2.851
H -0.969 1.650 -4.241
H -2.580 2.066 -3.724
H -2.781 -1.738 -4.361
H -3.482 -0.131 -4.366
H -1.881 -0.401 -5.042
H -0.629 -1.340 1.191
H -0.757 -3.849 0.901
H -1.781 -4.822 -1.176
H -2.544 -3.271 -3.065
H 0.948 1.593 -0.831
H -2.348 0.716 0.985
H -2.404 0.918 3.492
H -0.816 2.525 4.615
H 0.971 3.662 3.289
H 1.035 3.355 0.803
N 1.453 0.314 0.611
C 2.686 0.412 0.045
C 3.835 -0.038 0.691
C 3.814 -0.659 1.963
N 4.986 -1.106 2.597
C 2.543 -0.733 2.531
C 1.434 -0.219 1.885
H 2.763 0.826 -0.931
H 4.760 0.160 0.223
H 4.988 -1.528 3.538
H 5.894 -0.983 2.240
H 2.413 -1.092 3.517
H 0.497 -0.300 2.420

As for the LUMO energy: -3.22 eV. The electronic energy comes out at -27633.59583 eV. The total charge is +1. The value obtained for the molecular weight is 328.439 u. As for the HOMO energy: -0.3717 Eh. Its maximum force is 0.059 hartree/bohr.

Partial atomic charges computed with the natural (NBO) method, in multiples of e: -0.6753, 0.2525, -0.3490, -0.4116, 0.1930, -0.0954, -0.2212, -0.2152, -0.2133, -0.2474, -0.1744, -0.0089, -0.0318, -0.2137, -0.2196, -0.2237, -0.2112, -0.2027, 0.2393, 0.2354, 0.2481, 0.2261, 0.2147, 0.2116, 0.1943, 0.2204, 0.2288, 0.2222, 0.2184, 0.2483, 0.2350, 0.2289, 0.2281, 0.2161, -0.3123, 0.1110, -0.2880, 0.2776, -0.7590, -0.2810, 0.1129, 0.2311, 0.2390, 0.4159, 0.4108, 0.2427, 0.2523